## i
{"formula": "C55H46N6S2SiTl", "method": "ωB97M-V/def2-TZVPD", "homo_energy_ev": -3.71, "e_lumo_ha": 0.08090, "total_charge": -1, "gap_ev": 5.9, "elements": ["Tl", "S", "S", "Si", "N", "N", "N", "N", "N", "N", "C", "C", "C", "C", "C", "C", "C", "C", "C", "C", "C", "C", "C", "C", "C", "C", "C", "C", "C", "C", "C", "C", "C", "C", "C", "C", "C", "C", "C", "C", "C", "C", "C", "C", "C", "C", "C", "C", "C", "C", "C", "C", "C", "C", "C", "C", "C", "C", "C", "C", "C", "C", "C", "C", "C", "H", "H", "H", "H", "H", "H", "H", "H", "H", "H", "H", "H", "H", "H", "H", "H", "H", "H", "H", "H", "H", "H", "H", "H", "H", "H", "H", "H", "H", "H", "H", "H", "H", "H", "H", "H", "H", "H", "H", "H", "H", "H", "H", "H", "H", "H"], "positions_angstrom": [[0.031, 1.053, -0.272], [-1.471, 3.031, -0.821], [1.568, 2.590, -1.853], [1.217, -0.317, 1.699], [-2.396, -0.128, 1.270], [-1.461, 2.435, 2.053], [1.287, -0.608, -2.064], [1.178, 3.343, 1.477], [-1.444, -6.985, -7.704], [-1.634, -0.074, -1.990], [2.366, 3.772, 1.056], [-1.094, -2.689, -5.551], [2.022, -2.109, -3.652], [-0.784, -0.779, 3.662], [-1.955, 4.628, 2.863], [-0.446, -1.835, -3.283], [-1.006, 3.272, -2.495], [-0.667, -2.950, -4.251], [-4.053, -1.844, 1.408], [2.491, -1.470, 0.910], [-4.396, 0.227, 2.518], [1.598, 6.027, 1.013], [2.740, 1.953, 5.010], [-3.175, 0.668, 2.008], [4.332, -3.250, -0.247], [3.449, 2.754, 0.860], [3.515, 0.989, 5.630], [0.368, 5.578, 1.461], [0.084, -1.421, 2.772], [-1.278, -6.120, -6.964], [-1.293, -3.724, -6.446], [-1.600, -1.173, -2.843], [2.066, -2.599, 0.200], [3.864, -1.247, 0.997], [0.204, -2.805, 2.894], [2.589, -0.523, -2.196], [-3.653, 2.975, 2.829], [-4.845, -1.041, 2.196], [0.877, -1.580, -2.966], [-1.070, -5.038, -6.039], [-2.136, 3.634, -3.432], [-3.765, -0.638, -2.578], [2.969, -3.487, -0.358], [2.904, -0.556, 3.894], [2.065, 1.665, 3.827], [-3.248, 4.249, 3.156], [4.778, -2.120, 0.419], [3.105, -1.427, -3.171], [2.137, 0.414, 3.224], [-0.644, -5.312, -4.742], [-1.110, 3.714, 2.238], [-1.896, -2.293, 0.258], [-2.928, -1.531, -3.208], [-2.813, -1.366, 0.991], [-1.441, -2.866, 4.649], [3.588, -0.279, 5.065], [0.270, 3.112, -2.907], [2.620, 5.120, 0.828], [-0.553, -3.523, 3.814], [-1.545, -1.482, 4.578], [-0.441, -4.266, -3.858], [0.204, 4.216, 1.710], [-2.917, 0.231, -1.852], [0.681, 3.327, -4.340], [-2.720, 2.072, 2.309], [1.747, 7.078, 0.797], [4.099, 2.713, 1.739], [5.042, -3.933, -0.699], [-1.099, -1.751, -0.238], [4.139, -1.537, -3.459], [-3.093, 3.543, -2.920], [0.901, -3.344, 2.266], [5.840, -1.917, 0.497], [-2.169, 2.979, -4.307], [-2.219, -0.951, 5.241], [-1.612, 5.624, 3.094], [-3.940, 4.950, 3.606], [1.454, 2.431, 3.379], [1.325, 2.510, -4.671], [4.048, 3.000, -0.016], [4.234, -0.378, 1.531], [-4.683, 2.694, 2.971], [-4.357, -2.846, 1.137], [-1.457, -3.001, 0.962], [2.650, 2.942, 5.443], [1.262, 4.249, -4.441], [-2.035, -3.423, 5.364], [2.608, -4.347, -0.910], [-0.455, 6.268, 1.559], [4.173, -1.056, 5.541], [-1.619, -3.524, -7.458], [-2.448, -2.855, -0.497], [-3.213, -2.345, -3.857], [-4.842, -0.590, -2.628], [3.022, 1.764, 0.713], [-0.475, -6.336, -4.436], [-0.172, 3.398, -5.015], [3.162, 0.180, -1.609], [-3.206, 1.075, -1.244], [-4.994, 0.849, 3.164], [2.966, -1.561, 3.494], [-0.441, -4.599, 3.878], [4.044, 1.214, 6.548], [3.593, 5.430, 0.470], [-0.104, -4.460, -2.847], [-5.797, -1.396, 2.571], [2.009, -2.858, -4.430], [-1.267, -1.663, -5.849], [-2.056, 4.664, -3.794], [-0.859, 0.303, 3.636], [1.005, -2.779, 0.061]], "mulliken_charge": [0.927, -0.540, -0.186, -1.026, 1.567, 0.745, 1.422, 0.948, -0.589, 0.999, 0.302, 0.197, -0.734, -0.694, -1.317, 1.502, 0.761, -0.727, -0.922, 1.314, -1.157, -0.919, -0.639, 0.500, -0.906, -0.552, -0.692, -1.282, 1.561, -0.084, -0.912, -0.428, -0.027, -0.240, -0.588, -0.171, -1.171, -1.168, -0.892, 0.637, -1.997, -2.074, -0.726, -1.013, 0.155, -1.300, -0.814, -2.141, 1.351, -0.834, 0.519, -1.017, -0.547, 0.509, -0.948, -0.912, 0.750, -1.039, -0.516, -0.573, -0.019, 0.865, -0.371, -1.663, 0.770, 0.403, 0.400, 0.362, -0.686, 0.471, 0.415, 0.391, 0.423, 0.366, 0.432, 0.601, 0.399, 0.274, 0.321, 0.553, 0.415, 0.399, 0.544, 0.451, 0.447, 0.294, 0.362, 0.382, 0.529, 0.424, 0.439, 0.768, 0.570, 0.457, -0.610, 0.434, 0.389, 0.526, 0.615, 0.406, 0.409, 0.432, 0.362, 0.500, 0.522, 0.432, 0.522, 0.527, 0.384, 0.260, 0.052]}

## ii
{"formula": "C55H46N6S2SiTl", "method": "ωB97M-V/def2-TZVPD", "homo_energy_ev": -3.57, "e_lumo_ha": 0.07388, "total_charge": -1, "gap_ev": 5.6, "elements": ["Tl", "S", "S", "Si", "N", "N", "N", "N", "N", "N", "C", "C", "C", "C", "C", "C", "C", "C", "C", "C", "C", "C", "C", "C", "C", "C", "C", "C", "C", "C", "C", "C", "C", "C", "C", "C", "C", "C", "C", "C", "C", "C", "C", "C", "C", "C", "C", "C", "C", "C", "C", "C", "C", "C", "C", "C", "C", "C", "C", "C", "C", "C", "C", "C", "C", "H", "H", "H", "H", "H", "H", "H", "H", "H", "H", "H", "H", "H", "H", "H", "H", "H", "H", "H", "H", "H", "H", "H", "H", "H", "H", "H", "H", "H", "H", "H", "H", "H", "H", "H", "H", "H", "H", "H", "H", "H", "H", "H", "H", "H", "H"], "positions_angstrom": [[0.404, 0.061, -0.005], [2.070, 1.714, 1.976], [2.010, -1.546, 1.215], [-0.790, 1.323, 1.920], [-2.050, -9.160, -5.268], [-1.336, 1.598, -2.139], [3.192, 0.564, -1.552], [0.337, -1.155, -2.046], [1.196, 2.470, -1.608], [-0.855, -2.372, 0.447], [-1.059, -1.249, 5.832], [-4.760, 2.445, 0.985], [-3.238, 0.144, 0.888], [-1.535, -7.001, -3.936], [4.661, 2.117, -0.487], [-0.329, 4.094, 1.317], [-0.978, -4.680, -2.512], [-4.584, 0.097, 0.559], [0.616, 4.706, -2.197], [-0.868, 0.280, 3.487], [-1.046, -3.442, -0.418], [-1.614, -4.546, 0.308], [-0.418, -6.947, -3.106], [-3.411, 2.479, 1.329], [-0.678, -3.431, -1.748], [-2.200, -0.697, 5.268], [-1.821, -8.201, -4.677], [-0.067, -2.404, -2.499], [-3.679, 1.971, -2.322], [0.175, -1.036, 5.234], [0.774, -0.488, -3.111], [0.271, -0.276, 4.076], [-1.242, -2.787, 1.630], [0.697, -1.260, -4.283], [3.365, 0.585, 2.339], [4.511, -1.628, 2.342], [-2.730, -0.362, -2.398], [-0.162, 5.439, 1.616], [-2.575, 1.124, -2.275], [-5.355, 1.252, 0.609], [4.544, 1.175, 3.075], [-2.195, 3.820, -2.070], [-1.731, -4.133, 1.603], [3.478, 1.796, -1.140], [2.466, 2.848, -1.458], [4.087, -0.406, -1.371], [1.931, 5.103, -2.032], [-2.616, 1.329, 1.297], [-0.148, -5.789, -2.397], [-2.377, -5.896, -4.053], [-3.484, 3.332, -2.200], [-0.544, 3.148, 2.316], [3.346, -0.722, 1.999], [-2.093, -4.744, -3.343], [-0.440, 4.938, 3.944], [-0.596, 3.594, 3.637], [-2.103, 0.057, 4.106], [3.735, -1.781, -1.857], [2.873, 4.165, -1.657], [-0.218, 5.866, 2.935], [5.322, -0.154, -0.777], [0.171, -2.477, -3.896], [-1.141, 2.911, -2.061], [5.601, 1.116, -0.312], [0.282, 3.374, -1.960], [4.650, -1.715, 3.424], [6.531, 1.324, 0.202], [4.344, -2.629, 1.947], [4.618, 2.244, 2.874], [4.822, 3.107, -0.084], [4.225, -1.980, -2.814], [-2.199, -0.871, -1.593], [-1.132, -1.848, 6.733], [-4.328, 4.011, -2.194], [-0.747, 2.880, 4.439], [-3.782, -0.646, -2.362], [-0.286, 3.775, 0.285], [3.913, 4.434, -1.554], [1.070, -1.471, 5.661], [0.019, 6.150, 0.817], [4.431, 1.060, 4.160], [-0.128, 5.421, -2.513], [5.490, 0.702, 2.796], [-5.031, -0.846, 0.263], [-3.007, 0.466, 3.673], [0.716, -5.734, -1.747], [2.219, 6.131, -2.210], [4.061, -2.531, -1.136], [-5.346, 3.357, 1.022], [-0.085, 6.914, 3.177], [-6.408, 1.220, 0.355], [5.452, -1.251, 1.927], [1.001, -0.956, -5.273], [-3.243, -5.948, -4.699], [-0.026, -3.330, -4.526], [-2.107, -4.692, 2.447], [-2.980, 3.422, 1.642], [-0.482, 5.262, 4.978], [-3.169, -0.858, 5.726], [-1.879, -5.509, -0.101], [2.660, -1.874, -1.989], [0.230, -7.809, -3.021], [-2.657, -0.771, 0.831], [6.029, -0.965, -0.651], [-2.736, -3.877, -3.428], [-2.031, 4.879, -1.943], [-4.672, 1.553, -2.420], [1.235, -0.133, 3.607], [-1.164, -2.146, 2.498], [1.147, 0.517, -3.003], [-2.290, -0.710, -3.337]], "mulliken_charge": [1.222, -0.084, -0.314, 0.563, -0.593, 0.507, 0.222, 1.377, 0.828, 1.142, -0.616, -0.626, 0.222, 0.694, -0.953, 0.016, -0.976, -0.534, -0.884, 0.720, -0.699, -0.909, -0.874, -0.946, 1.521, -0.747, -0.066, -1.080, -0.745, -0.611, -0.013, -0.244, 0.008, -2.326, 0.511, -1.995, -0.551, -0.692, 0.691, -0.893, -1.958, -0.902, -1.737, 0.695, 0.401, 0.653, -1.067, 0.981, 0.226, -0.902, -1.145, 0.046, 0.903, 0.259, -0.843, -1.084, -0.192, -0.958, -1.034, -0.773, -0.699, -0.470, 1.699, -0.825, -0.715, 0.320, 0.375, 0.462, 0.340, 0.443, 0.386, -0.458, 0.356, 0.384, 0.391, 0.418, 0.871, 0.537, 0.424, 0.452, 0.310, 0.445, 0.381, 0.465, 0.413, 0.511, 0.416, 0.360, 0.406, 0.336, 0.320, 0.327, 0.524, 0.441, 0.632, 0.489, 0.360, 0.362, 0.404, 0.560, -0.087, 0.428, 0.064, 0.487, 0.518, 0.266, 0.462, 0.138, 0.150, 0.198, 0.385]}

ii has the most favorable energy; the next structure is 0.0143 hartree above.